(1)
The following is a quantum chemistry calculation of a single C13H18N4OS2 molecule at a distorted geometry, from the OMol25 dataset.

Properties
Kohn-Sham gap (eV): 8.02
Structure (SMILES): Cn1c(=S)c2nc(SC3CCCCC3)[nH]c2n(C)c1=O
Relative energy (zero: lowest compared OMol25 entry of this formula, charge and spin) (kcal per mole): 55.19
Electronic energy (eV): -43449.8700
E_LUMO (eV): -0.028

Each line ends with the natural charge from an NBO analysis.
Positions of all 38 atoms, in Å:
O 2.74 -3.15 4.30  -0.6017
S -0.56 0.43 5.09  -0.1022
N -1.13 -0.23 1.91  -0.3608
S -2.19 -0.61 -0.40  0.2523
C 1.77 -2.50 3.99  0.7916
C 0.39 -0.58 4.12  0.1036
C -1.19 -1.03 0.86  0.1146
C -0.20 -0.90 2.80  -0.0487
C 0.16 -2.09 2.20  0.3371
N -0.45 -2.21 1.00  -0.5579
N 1.50 -1.29 4.62  -0.4401
N 1.15 -2.90 2.82  -0.4257
C 1.98 -1.15 5.99  -0.4426
C 0.99 -4.31 2.59  -0.3911
C -0.01 1.23 -4.06  -0.3986
C -1.15 2.00 -3.44  -0.4121
C 0.97 0.60 -2.99  -0.3859
C -1.92 0.98 -2.63  -0.4122
C 0.24 -0.01 -1.69  -0.4478
C -1.11 0.66 -1.29  -0.2585
H -0.68 -3.11 0.46  0.4445
H 1.23 -1.39 6.80  0.2206
H 2.75 -1.95 6.26  0.2575
H 2.36 -0.14 6.24  0.2331
H 1.94 -4.81 2.25  0.2313
H 0.53 -4.68 3.51  0.2138
H 0.27 -4.44 1.77  0.1854
H 0.66 1.84 -4.58  0.2038
H -0.34 0.50 -4.76  0.1950
H -1.64 2.48 -4.27  0.2166
H -0.87 2.80 -2.76  0.2007
H 1.69 -0.16 -3.50  0.2118
H 1.64 1.43 -2.74  0.1962
H -2.03 0.08 -3.33  0.2088
H -2.90 1.39 -2.34  0.2210
H -0.11 -1.04 -1.84  0.2042
H 1.09 -0.06 -1.04  0.2242
H -1.05 1.49 -0.68  0.2181

=====

(2)
The following is a quantum chemistry calculation of an isolated ion of composition C9H14N2P and charge +1 at a distorted geometry, from the OMol25 dataset.

Properties
Charge: +1
Kohn-Sham gap (spin up / spin down) (eV): 6.29 / 6.29
Relative energy (zero: lowest compared OMol25 entry of this formula, charge and spin) (kcal per mole): 13.31
Electronic energy (eV): -21818.8248
E_LUMO (spin up / spin down) (eV): -4.357 / -4.357

Each line ends with the natural charge from an NBO analysis.
Positions of all 26 atoms, in Å:
C -1.66 -1.93 -0.11  -0.2268
C -0.38 0.08 -0.85  0.2269
C -0.80 -0.89 0.16  -0.4300
C -1.80 -2.94 2.13  0.5059
C 1.03 0.74 0.89  -0.5477
C -1.79 -3.64 3.36  -0.7554
C 0.15 2.64 -2.26  -0.6449
C 2.45 1.61 -1.74  -0.5936
C 1.03 2.07 -1.15  -0.0478
N -1.92 -2.59 1.02  -0.1988
N 0.40 1.00 -0.39  -0.2632
P 0.02 -0.65 1.68  0.4750
H -2.34 -2.05 -0.87  0.2322
H -0.80 0.04 -1.90  0.2526
H 2.09 0.49 0.96  0.2775
H 0.73 1.57 1.63  0.2673
H -2.68 -4.19 3.56  0.2955
H -1.73 -2.88 4.28  0.2950
H -0.97 -4.41 3.41  0.2805
H -0.48 3.53 -2.07  0.2496
H 0.69 2.97 -3.18  0.2477
H -0.54 1.85 -2.60  0.2053
H 2.99 0.93 -1.07  0.2196
H 2.83 2.68 -1.82  0.2410
H 2.19 1.14 -2.65  0.2152
H 1.28 2.84 -0.41  0.2216

=====

(3)
The following is a quantum chemistry calculation of a 10-piece molecular cluster, C21H52BN4O17 overall at a distorted geometry, from the OMol25 dataset.

Properties
Charge: -1
Kohn-Sham gap (eV): 9.60
Electronic energy (eV): -64070.6476
E_LUMO (eV): 2.088

Each line ends with the Löwdin charge.
Positions of all 95 atoms, in Å:
O 3.22 1.08 0.97  0.1086
C 2.11 0.86 0.50  -0.3381
O 1.48 -0.30 0.54  0.2108
B 0.11 -0.09 -0.10  -0.7574
O 0.07 1.33 -0.49  0.2312
C 1.20 1.91 -0.21  -0.3784
O 1.53 3.06 -0.43  0.1253
O -1.14 -0.47 0.65  0.2090
C -1.78 -1.43 -0.03  -0.2932
O -2.85 -2.02 0.26  0.1110
C -0.97 -1.76 -1.29  -0.4068
O 0.00 -0.96 -1.33  0.2400
O -1.31 -2.53 -2.18  0.1134
C 5.49 0.15 3.15  -0.1701
O 5.59 0.32 4.52  -0.1299
H 4.47 -0.20 3.00  0.0755
H 5.51 1.06 2.54  0.0514
H 6.31 -0.54 2.92  0.0873
H 6.45 0.35 4.94  0.0782
C -2.21 2.19 -2.67  -0.1664
O -2.53 1.74 -3.96  -0.1203
H -2.20 1.36 -1.95  0.0646
H -1.20 2.57 -2.83  0.0756
H -2.85 2.97 -2.26  0.0777
H -1.70 1.50 -4.37  0.0410
C 1.81 -3.23 2.73  -0.1339
O 2.69 -4.30 2.27  -0.1275
H 0.89 -3.16 2.15  0.0727
H 1.75 -3.08 3.80  0.0825
H 2.22 -2.29 2.36  0.0506
H 2.89 -4.07 1.36  0.0628
C 3.57 5.34 -2.88  -0.7776
O 3.38 5.27 -4.09  0.0204
N 3.53 4.29 -2.07  0.1592
N 4.11 6.38 -2.34  0.1560
H 3.34 3.43 -2.57  0.0918
H 3.14 4.37 -1.14  0.0842
H 4.28 6.29 -1.35  0.1127
H 4.35 7.15 -2.94  0.1198
C 1.31 0.46 -4.24  -0.7537
O 0.63 1.41 -4.59  0.0524
N 1.33 -0.77 -4.71  0.1705
N 2.30 0.59 -3.39  0.1744
H 2.02 -1.39 -4.30  0.1050
H 0.61 -1.03 -5.37  0.1209
H 2.85 -0.23 -3.19  0.1140
H 2.28 1.45 -2.86  0.1044
C -1.79 -7.18 -3.46  -0.0645
C -1.01 -5.88 -3.39  -0.5148
C -1.22 -5.08 -4.65  -0.0658
O -1.60 -5.24 -2.32  -0.0529
H -1.68 -7.61 -4.45  0.0627
H -2.88 -7.14 -3.36  0.0869
H -1.38 -7.96 -2.82  0.0715
H 0.04 -6.00 -3.15  0.1312
H -0.88 -4.04 -4.65  0.0646
H -2.28 -4.89 -4.80  0.0883
H -0.83 -5.58 -5.54  0.0741
H -1.53 -4.28 -2.38  0.0266
C -7.39 -3.92 -0.94  -0.0629
C -6.16 -3.22 -0.37  -0.5023
C -6.33 -2.70 1.07  -0.0554
O -5.07 -4.12 -0.39  -0.0410
H -7.50 -4.97 -0.66  0.0744
H -7.23 -3.89 -2.02  0.0696
H -8.34 -3.43 -0.71  0.0714
H -5.98 -2.34 -0.99  0.1304
H -5.30 -2.58 1.42  0.0570
H -6.80 -3.42 1.74  0.0781
H -6.54 -1.65 1.26  0.0724
H -4.30 -3.58 -0.20  0.0493
C -1.93 1.64 3.37  -0.0501
C -3.34 2.19 3.70  -0.5039
C -3.50 3.69 3.46  -0.0555
O -4.29 1.56 2.89  -0.0449
H -1.90 0.57 3.53  0.0763
H -1.14 1.90 4.08  0.0701
H -1.58 1.88 2.37  0.0722
H -3.57 1.87 4.72  0.1339
H -4.44 3.98 3.93  0.0777
H -3.45 3.91 2.39  0.0794
H -2.69 4.31 3.86  0.0739
H -4.12 1.92 2.02  0.0848
C 5.65 3.68 3.51  -0.0611
C 4.14 3.55 3.42  -0.5131
C 3.27 4.50 4.26  -0.0484
O 3.83 3.77 2.08  -0.0568
H 5.94 3.16 4.42  0.0689
H 5.95 4.73 3.52  0.0748
H 6.28 3.29 2.72  0.0738
H 3.80 2.59 3.80  0.1248
H 2.19 4.45 4.09  0.0763
H 3.61 5.53 4.24  0.0754
H 3.26 4.07 5.26  0.0722
H 3.94 2.93 1.62  0.0481